Record 1
Formula: C23H16N2O3
Source: the OMol25 dataset
Level of theory: ωB97M-V/def2-TZVPD

Element x y z (Å)
C: 0.207249 2.395185 -0.187514
N: -0.089073 3.230821 1.111601
O: -1.117067 3.938425 1.046319
O: 0.697661 3.231201 2.065827
C: 1.531535 1.679783 -0.062398
C: 1.955348 1.057772 1.111029
C: 3.249110 0.526481 1.199832
C: 4.084228 0.522311 0.077964
C: 5.392374 -0.079359 0.136551
N: 6.434180 -0.619374 0.145457
C: 3.614975 1.044134 -1.134468
C: 2.342697 1.611702 -1.201438
H: 0.285382 3.181629 -0.952778
H: 1.300590 1.003420 1.983468
H: 3.593415 0.124093 2.156661
H: 4.249715 1.003213 -2.024563
H: 1.980835 2.014285 -2.154162
C: -2.286625 -3.555088 3.579513
C: -2.348090 -2.178697 3.833096
C: -2.053884 -1.267533 2.821707
C: -1.676283 -1.717052 1.533880
C: -1.310265 -0.773442 0.490182
O: -1.055480 -1.361078 -0.717691
C: -0.952484 -0.575053 -1.852697
C: -0.950348 0.814724 -1.773252
C: -0.908073 1.546415 -2.974319
C: -0.974735 0.887389 -4.195244
C: -0.983839 -0.510254 -4.242269
C: -0.929185 -1.252481 -3.071766
C: -0.997583 1.521637 -0.444121
C: -1.164775 0.567826 0.677889
C: -1.665812 -3.103825 1.276970
C: -1.958943 -4.010040 2.292373
H: -2.514760 -4.265747 4.374774
H: -2.635291 -1.804329 4.816213
H: -2.114735 -0.194631 3.001898
H: -0.870395 2.638318 -2.926187
H: -1.025028 1.469930 -5.114465
H: -1.019550 -1.022262 -5.201034
H: -0.896100 -2.339812 -3.077039
H: -1.859163 2.206434 -0.480485
H: -1.199531 0.961996 1.696208
H: -1.421173 -3.470329 0.280887
H: -1.941027 -5.078736 2.077590

Forces on atoms 1 to 2 (eV/Å):
C 0.98 0.82 0.58
N -0.50 1.53 0.55

**E**: -1221.17991 Ha
**2S+1**: 1

Record 2
Formula: CH5N4P
Source: the OMol25 dataset
Level of theory: ωB97M-V/def2-TZVPD

Element x y z (Å)
C: -0.178215 -0.184448 0.101785
N: 1.023723 -0.112470 -0.430633
N: 1.334890 -1.338006 -0.730048
N: -0.648837 -1.422398 0.114222
N: 0.352739 -2.089067 -0.428739
P: -1.302437 1.153304 0.660504
H: -1.604727 1.788177 -0.626823
H: 1.338423 2.256275 0.485090
H: 0.208120 -3.113739 -0.552316
H: 1.807298 2.753293 1.033760
H: -2.330976 0.309079 0.373198

Forces on atoms 1 to 2 (eV/Å):
C -2.06 0.35 0.14
N 1.07 -0.11 -0.12

**ΔE to the lowest compared entry with this formula, charge and spin**: 27.8 kcal/mol
**2S+1**: 1

Record 3
Formula: C11H15NO
Source: the OMol25 dataset
Level of theory: ωB97M-V/def2-TZVPD

Element x y z (Å)
C: 4.082200 -1.484187 -0.101763
C: 2.135916 0.074452 0.084556
C: 1.883934 1.451422 -0.122748
C: 0.696999 2.042814 0.059460
C: -0.449220 1.201138 -0.197009
C: -1.932097 1.663159 -0.337476
C: -2.688653 0.581714 0.612184
C: -2.650826 -0.721300 -0.231880
C: -1.379456 -1.368895 0.114135
C: -0.302368 -0.233003 -0.037907
C: 1.132489 -0.711431 0.144605
H: 3.126620 -1.900042 -0.865565
H: 5.227552 -1.527307 -0.747845
H: 4.326395 -2.020441 1.063031
H: 2.609651 2.090837 -0.369462
H: 0.685250 3.205884 0.391639
H: -2.564412 1.588719 -1.415653
H: -1.796696 2.686442 -0.045981
H: -3.927242 0.768986 0.984185
H: -2.213964 0.624966 1.835463
H: -2.265079 -0.352462 -1.329803
H: -3.954463 -1.323331 0.979196
H: -3.442142 -2.412821 -0.479159
H: -1.383602 -2.023458 -1.080971
H: -0.754599 -1.985216 1.186309
H: 1.291611 -1.734607 0.027664
N: -3.846761 -1.424659 -0.189345
O: 3.598618 -0.086102 0.159427

Forces on atoms 1 to 2 (eV/Å):
C 0.04 -0.25 -0.31
C 5.74 4.97 -1.08

**ΔE to the lowest compared entry with this formula, charge and spin**: 245.5 kcal/mol
**2S+1**: 1

Record 4
Formula: C5H5ClO
Source: the OMol25 dataset
Level of theory: ωB97M-V/def2-TZVPD

Element x y z (Å)
C: -1.041995 0.010675 -0.413011
C: -0.154094 -0.970553 0.432601
C: -0.160088 0.984906 0.367062
C: 1.175039 0.614306 -0.239830
C: 1.204937 -0.711520 -0.134405
H: -1.001240 0.007796 -1.547151
H: -0.518763 -1.959190 0.734640
H: -0.380642 2.059262 0.572742
H: 1.866007 1.257309 -0.812626
H: 2.002883 -1.371642 -0.522945
O: -0.207948 0.106644 1.500950
Cl: -2.784097 -0.027988 0.061972

Forces on atoms 1 to 2 (eV/Å):
C -0.71 -0.44 -1.41
C -0.85 0.25 1.18

**ΔE to the lowest compared entry with this formula, charge and spin**: 44.8 kcal/mol
**2S+1**: 1

Record 5
Formula: C18H36BeMgN3O27
Source: the OMol25 dataset
Level of theory: ωB97M-V/def2-TZVPD

Element x y z (Å)
Mg: 2.299983 2.467307 -1.835695
Be: 2.818285 2.951606 3.280524
N: 4.340809 1.566106 0.324656
O: 4.092145 2.157407 -0.729133
O: 4.104675 2.063770 1.406951
O: 4.864499 0.498811 0.232289
N: 0.706448 0.974105 0.525263
O: 0.957804 1.525450 1.606463
O: 1.377352 1.231450 -0.477559
O: -0.199928 0.164958 0.421454
N: 1.234844 4.358465 0.362934
O: 2.198073 4.312574 1.119696
O: 1.331406 3.975319 -0.760019
O: 0.238220 4.911538 0.863063
C: 0.199513 -3.060552 -0.000530
O: -0.761537 -2.825998 1.078861
C: -1.489627 -3.787189 1.580871
O: -1.483494 -4.978962 1.214727
O: -2.332368 -3.185808 2.498849
C: -3.338259 -3.984196 3.070673
H: 0.979914 -2.317590 0.164054
H: -0.242578 -2.909609 -0.985344
H: 0.682341 -4.036905 0.040803
H: -2.934881 -4.972036 3.293271
H: -4.191385 -3.999511 2.392411
H: -3.695672 -3.581892 4.018572
C: 0.228436 4.632032 -4.408044
O: -0.817053 3.961590 -3.755653
C: -0.508945 2.857164 -2.961682
O: 0.572173 2.359362 -2.833192
O: -1.622514 2.328946 -2.493358
C: -2.924683 2.860400 -2.639452
H: -0.184634 5.263232 -5.194857
H: 0.880506 4.029551 -5.040429
H: 0.904528 5.189468 -3.759762
H: -3.658866 2.105083 -2.919743
H: -3.108701 3.691471 -3.320319
H: -3.251463 3.275573 -1.686065
C: -4.828815 4.530851 3.884748
O: -4.603876 3.174507 4.442523
C: -3.871130 2.156015 3.795377
O: -3.541963 1.107664 4.400218
O: -3.445126 2.552015 2.557827
C: -2.672334 1.659671 1.763193
H: -4.988444 4.465012 2.808509
H: -4.081717 5.257902 4.203091
H: -5.807024 4.824149 4.265780
H: -2.496006 2.125512 0.793652
H: -3.203288 0.710071 1.696604
H: -1.701237 1.475674 2.222780
C: 1.042609 -1.096857 -3.732889
O: 2.398636 -1.333935 -3.385748
C: 3.229010 -0.285868 -3.090318
O: 2.948982 0.932383 -2.842589
O: 4.556450 -0.748914 -3.138534
C: 5.633661 0.189833 -3.284149
H: 0.607227 -0.391467 -3.025096
H: 0.433635 -1.996187 -3.640985
H: 1.097606 -0.746945 -4.763726
H: 6.411570 -0.488133 -2.932983
H: 5.546306 1.065178 -2.640540
H: 5.859872 0.434404 -4.321988
C: -2.672904 -1.333953 -1.208784
O: -3.381823 -2.535241 -1.563437
C: -2.853545 -3.415368 -2.488384
O: -1.841109 -3.315460 -3.111091
O: -3.612959 -4.537608 -2.478631
C: -3.067683 -5.743480 -3.009975
H: -1.656985 -1.336467 -1.603772
H: -2.556164 -1.294015 -0.125790
H: -2.995694 -0.453563 -1.764503
H: -3.431531 -5.816656 -4.034845
H: -3.315587 -6.597329 -2.379421
H: -1.979136 -5.794455 -2.986223
C: 4.386373 -2.321913 5.590824
O: 3.987321 -0.942649 5.341445
C: 3.335356 -0.624269 4.195468
O: 2.888830 0.505052 4.039960
O: 3.252598 -1.749186 3.298505
C: 2.482415 -1.638254 2.121733
H: 3.578268 -3.001153 5.862297
H: 5.156809 -2.221720 6.355338
H: 4.808592 -2.782589 4.697734
H: 2.373161 -2.621242 1.663599
H: 2.850912 -0.797687 1.533722
H: 1.474517 -1.275821 2.323929

Forces on atoms 1 to 2 (eV/Å):
Mg -0.10 -0.55 2.65
Be -0.10 -0.78 -1.81

**E**: -3117.65439 Ha
**2S+1**: 2

Record 6
Formula: C15H23BO6
Source: the OMol25 dataset
Level of theory: ωB97M-V/def2-TZVPD

Element x y z (Å)
C: -1.948500 0.118524 -3.248447
C: -0.864758 0.305247 -2.387320
C: 0.458265 -0.050311 -2.891277
C: 1.634140 0.579311 -2.881275
B: 1.927014 1.977688 -2.216507
C: 2.701871 1.953609 -0.843770
O: 1.554729 3.167429 -2.791515
C: 2.562739 -0.327143 -3.663277
O: 3.753371 -0.278705 -3.731796
O: 1.781038 -1.248347 -4.317529
C: 0.632680 -1.404463 -3.540579
O: 0.003400 -2.412681 -3.457102
H: -2.082476 0.770567 -4.101988
H: -2.604957 -0.720304 -3.044202
H: -1.018236 0.766337 -1.419487
H: 3.277040 1.030220 -0.831936
H: 2.022344 1.973851 0.006870
H: 3.410187 2.772742 -0.753374
H: 0.619001 3.358078 -2.702274
C: -2.803672 -4.605983 -0.494795
C: -2.789622 -3.788847 0.792677
C: -2.327733 -2.428609 0.289842
O: -2.806484 -2.307486 -1.051553
C: -3.279219 -3.577374 -1.509452
H: -3.444352 -5.485397 -0.451860
H: -1.790669 -4.933212 -0.739135
H: -3.801037 -3.716096 1.199476
H: -2.140991 -4.196694 1.566375
H: -1.234145 -2.361983 0.270401
H: -2.714122 -1.602339 0.887876
H: -4.373514 -3.539718 -1.554444
H: -2.896394 -3.765392 -2.513126
C: 1.410578 3.396421 4.739294
C: 2.408448 2.320329 4.330136
C: 1.520183 1.348968 3.567594
O: 0.475320 2.127814 2.968571
C: 0.493569 3.446840 3.526774
H: 1.867815 4.358497 4.964647
H: 0.851324 3.070132 5.619134
H: 3.161563 2.744157 3.661732
H: 2.922727 1.855071 5.169420
H: 1.054581 0.621344 4.240604
H: 2.061996 0.807852 2.790900
H: 0.879093 4.134554 2.766058
H: -0.524137 3.745500 3.779639

Forces on atoms 1 to 2 (eV/Å):
C 0.44 -0.09 1.04
C -0.29 0.10 -1.04

**ΔE to the lowest compared entry with this formula, charge and spin**: 0.0 kcal/mol
**2S+1**: 1

Record 7
Formula: C29H68O11
Source: the OMol25 dataset
Level of theory: ωB97M-V/def2-TZVPD

Element x y z (Å)
C: -0.576584 0.958302 4.534090
C: -1.862172 1.756644 4.544839
C: -1.693196 2.760233 3.385095
O: -0.304024 2.868606 3.191988
C: 0.487618 1.936275 3.935783
H: -0.668044 0.038133 3.957017
H: -0.379522 0.704210 5.575584
H: -1.961071 2.325627 5.469278
H: -2.750977 1.134731 4.438303
H: -2.116925 3.689754 3.765266
H: -2.148274 2.337042 2.489601
H: 0.970167 2.424374 4.782537
H: 1.246437 1.424645 3.343716
C: 3.476200 -0.931698 -2.211297
C: 4.466864 -1.686100 -2.968439
C: 4.393056 -1.197791 -4.398969
O: 2.984028 -1.207925 -4.537616
C: 2.351175 -0.790318 -3.268612
H: 3.817848 0.035045 -1.841445
H: 3.084200 -1.536208 -1.393374
H: 4.243716 -2.752317 -3.006897
H: 5.454099 -1.487844 -2.551114
H: 4.939549 -1.838447 -5.091069
H: 4.777096 -0.190274 -4.558707
H: 1.435495 -1.337252 -3.043894
H: 1.987075 0.237045 -3.275858
C: -2.845703 -1.908272 5.675083
C: -4.151006 -2.434782 6.248639
C: -4.788915 -3.273916 5.175352
O: -3.878598 -3.164534 4.081000
C: -3.075244 -1.970144 4.180157
H: -2.110973 -2.688588 5.873507
H: -2.542982 -0.986959 6.172721
H: -4.793551 -1.605824 6.545375
H: -3.948348 -3.025624 7.141916
H: -5.746132 -2.842711 4.882282
H: -4.954152 -4.291422 5.529601
H: -3.508852 -1.055836 3.775051
H: -2.136415 -1.954102 3.626577
C: 3.052736 3.423369 -2.481221
C: 1.477324 3.738305 -2.548827
C: 1.309573 5.134569 -1.947631
O: 2.583482 5.683078 -2.246404
C: 3.644485 4.760677 -2.144691
H: 3.369600 2.939003 -3.404846
H: 3.333380 2.675181 -1.739899
H: 0.887773 2.991209 -2.017438
H: 1.189616 3.739336 -3.600171
H: 1.147727 5.113008 -0.869934
H: 0.526481 5.722223 -2.426714
H: 4.101710 4.799941 -1.155998
H: 4.421250 4.922137 -2.892126
C: 0.134925 0.157958 -0.531746
C: 0.089818 -0.691115 0.661582
C: -1.432554 -0.969660 0.802493
O: -2.037237 -0.081215 -0.132871
C: -1.113105 0.936997 -0.458933
H: 0.140541 -0.454308 -1.433525
H: 1.062517 0.729158 -0.494246
H: 0.434007 -0.204817 1.574357
H: 0.532676 -1.682594 0.566900
H: -1.738478 -0.732792 1.821516
H: -1.673722 -2.022859 0.658576
H: -1.026018 1.798540 0.203092
H: -1.419164 1.374717 -1.409102
C: -4.193207 -0.510735 -2.589121
C: -4.725445 -1.799669 -3.158415
C: -4.276816 -1.733415 -4.617330
O: -3.247778 -0.825034 -4.655311
C: -2.896101 -0.373515 -3.339634
H: -4.203894 -0.646447 -1.507657
H: -4.828099 0.344564 -2.820400
H: -5.806990 -1.821041 -3.024618
H: -4.256407 -2.686818 -2.732898
H: -5.099512 -1.289693 -5.178016
H: -4.067885 -2.719695 -5.031693
H: -2.613322 0.678511 -3.376569
H: -2.076533 -0.916079 -2.868416
C: 2.211229 -4.253886 0.551004
O: 1.102141 -4.923816 1.116442
H: 2.078523 -4.280361 -0.530555
H: 2.146347 -3.191354 0.785377
H: 3.161615 -4.700889 0.842637
H: 0.261659 -4.736631 0.692014
C: 4.392323 -1.375490 1.599960
O: 5.289961 -0.516425 1.017543
H: 4.206845 -1.026494 2.615791
H: 3.429670 -1.274272 1.098790
H: 4.683717 -2.425639 1.580624
H: 6.142020 -0.671050 1.431894
C: -2.287689 3.774827 -2.723363
O: -2.922222 4.903095 -3.241165
H: -1.855082 4.052605 -1.762214
H: -2.978185 2.954293 -2.528320
H: -1.507849 3.339628 -3.348312
H: -2.276464 5.542455 -3.550697
C: 3.820467 2.776334 1.095742
O: 5.174803 2.404275 1.051954
H: 3.340032 2.415429 2.005152
H: 3.709527 3.857318 1.181001
H: 3.166911 2.418209 0.300319
H: 5.168545 1.485966 0.772182
C: -1.233522 -3.702315 -1.722812
O: -0.880298 -4.878685 -1.067995
H: -2.215419 -3.436423 -1.331307
H: -0.491075 -2.926169 -1.537161
H: -1.310087 -3.913759 -2.789369
H: -1.408757 -5.663532 -1.230336

Forces on atoms 1 to 2 (eV/Å):
C 0.50 -0.01 0.29
C -0.24 0.36 -0.40

**E**: -1973.11299 Ha
**2S+1**: 1

Record 8
Formula: C16H14BCl5FeN6S
Source: the OMol25 dataset
Level of theory: ωB97M-V/def2-TZVPD

Element x y z (Å)
Fe: 0.315640 -0.556155 1.837502
B: 3.411179 -0.319158 2.911478
N: 2.309922 -0.079595 3.976947
C: 2.222345 0.442667 5.209694
C: 0.916172 0.476670 5.651066
C: 0.174362 -0.005250 4.589771
N: 0.989254 -0.384489 3.615352
N: 2.991882 0.522982 1.635671
C: 3.682188 1.321517 0.775574
C: 2.999685 1.360697 -0.464462
C: 1.890325 0.583200 -0.278820
N: 1.842947 0.079403 0.978891
H: 4.459760 0.230119 3.245365
H: 3.444717 -1.436776 2.547023
H: 3.080137 0.749869 5.756434
H: 0.593622 0.957179 6.548860
H: -0.880153 -0.354899 4.640439
H: 4.524205 1.847186 1.127696
H: 3.293633 1.793123 -1.424066
H: 1.152558 0.297971 -1.032815
Cl: -0.317719 -2.711635 1.072005
C: -1.629912 -1.597699 0.753670
C: -1.451340 -0.258585 1.261989
C: -2.413101 0.772116 1.103796
Cl: -2.105699 2.331954 1.648207
C: -3.596284 0.450710 0.415482
Cl: -4.872753 1.574748 0.216128
C: -3.763104 -0.866104 -0.114954
Cl: -5.203467 -1.442560 -0.837712
C: -2.773705 -1.899137 -0.012092
Cl: -2.863597 -3.436240 -0.735684
C: 0.320174 -0.385584 -5.661485
N: -0.696683 -0.190262 -4.671494
C: -1.301348 -1.137674 -3.832812
C: -2.179708 -0.485097 -3.041378
N: -2.128460 0.873097 -3.321365
C: -1.174087 1.083955 -4.244083
S: -0.534802 2.474033 -4.878233
H: -0.069196 -0.867915 -6.601919
H: 1.123573 -1.017965 -5.317261
H: 0.662534 0.590529 -6.052659
H: -0.942774 -2.170324 -3.817025
H: -2.901879 -0.828889 -2.325302
H: -2.601022 1.618258 -2.853438

Forces on atoms 1 to 2 (eV/Å):
Fe 1.12 -0.11 1.31
B 0.87 1.80 0.18

**ΔE to the lowest compared entry with this formula, charge and spin**: 7.4 kcal/mol
**2S+1**: 6
**Charge**: +1